(1)
Below is one molecule with the formula C16H20N4O3S in a non-equilibrium geometry, with properties calculated with the ωB97M-V functional and the def2-TZVPD basis.

```
44
Properties=species:S:1:pos:R:3:forces:R:3
H -1.3952 -3.1635 2.5840 -0.11 -0.06 0.06
H 2.1892 3.5861 0.5730 0.00 -0.14 0.01
S -1.2021 0.7771 -0.3262 -0.88 -0.51 0.39
H 2.8979 2.0086 0.9736 -0.13 0.09 -0.04
C -2.0822 -2.1974 -1.6035 -0.75 0.21 -0.06
C 1.4206 3.0703 -1.9988 0.19 -0.23 -0.10
C 1.5821 2.7229 -3.4728 -0.11 0.15 0.20
H 2.4116 -0.8125 0.5207 0.09 0.05 -0.05
C 2.3455 2.2295 -1.1211 -0.45 0.28 0.32
H -0.5714 -4.1622 -0.9146 -0.07 -0.06 0.14
H 1.3339 1.6786 -3.6468 -0.01 -0.13 -0.08
O 1.1962 2.6040 2.8832 0.25 0.12 0.12
H 1.8284 -0.3826 2.8828 0.07 0.06 0.06
H 1.0791 -2.4029 -0.8084 0.02 -0.04 -0.13
N -3.1738 -0.4021 0.7918 -0.93 -0.71 -0.93
N -0.7217 1.5771 2.2642 0.11 0.28 0.30
C -3.0415 -0.9901 -1.5738 0.32 -0.29 -0.24
H -1.0264 1.5770 3.2293 0.13 0.03 -0.13
C 0.1807 -1.7491 2.8752 -0.03 -0.01 0.07
H 0.9251 3.3377 -4.0827 -0.03 0.01 -0.14
H -0.0832 -1.5594 3.9049 -0.02 0.02 0.10
O -1.2746 -2.3707 -2.4846 0.47 0.01 -0.29
H -2.9051 -0.4082 -2.4836 -0.04 -0.12 -0.01
H 3.3870 2.4360 -1.3726 0.05 -0.05 0.02
N -2.2273 -2.9935 -0.5210 -0.26 -0.43 0.17
O 0.8516 2.0226 0.7308 -0.22 -0.03 -0.06
C -1.5074 0.8785 1.3947 0.10 -0.23 -1.15
C -0.2307 -2.9054 0.8046 0.03 -0.12 -0.02
H -4.0747 -1.3233 -1.4818 -0.01 0.06 0.04
C 2.1435 2.5127 0.3598 0.69 0.09 -0.10
H 1.6407 4.1292 -1.8450 -0.06 0.04 0.07
H 2.1498 1.1713 -1.3029 0.11 -0.11 -0.02
H 2.6073 2.8912 -3.7956 0.10 -0.01 -0.09
C -2.6413 -0.2317 -0.3671 0.47 0.83 0.10
C -0.5571 -2.6530 2.1314 0.09 -0.03 -0.03
H -1.5041 -4.6349 0.5351 0.08 0.02 -0.08
C 1.5782 -1.3278 0.9755 0.05 0.03 0.01
H 0.3877 2.8933 -1.6950 -0.04 0.11 0.03
H -2.8633 -2.6692 0.1970 0.09 0.09 -0.10
C 1.2521 -1.0865 2.2995 0.07 0.03 0.04
C 0.5233 2.1155 2.0163 -0.22 -0.03 0.31
C 0.8370 -2.2279 0.2295 0.04 -0.08 -0.01
N -2.5546 0.2293 1.7813 0.62 0.71 1.35
C -1.1109 -3.7945 -0.0402 0.11 0.09 -0.06
```
Positions in Å, forces in eV/Å.

## Properties
* HOMO-LUMO gap: 9.599 eV
* relative energy (zero: lowest compared OMol25 entry of this formula, charge and spin): 13.5 kcal/mol
* SMILES: CCCCOC(=O)Nc1nnc(CC(=O)NCc2ccccc2)s1
* LUMO: 0.6 eV
* charge: 0

***

(2)
Below is C16H20N4O3Zr as an isolated structure in a non-equilibrium geometry, with properties calculated with the ωB97M-V functional and the def2-TZVPD basis.

```
44
Properties=species:S:1:pos:R:3:forces:R:3
H 1.0671 -5.3158 -0.0641 -0.19 -0.20 -0.16
H -0.0956 2.2015 -2.8511 0.03 -0.58 -0.04
O -2.1743 2.2200 2.9696 1.81 -0.72 -2.59
Zr -0.2446 -0.1385 -0.8371 -0.49 0.93 12.99
H 1.7041 -1.7575 -2.4691 -0.25 0.26 -0.09
C -1.4981 1.9625 2.0822 -1.88 0.85 2.84
H 2.1263 1.6985 3.0867 -0.06 0.05 -0.60
H 3.5104 0.1529 3.1542 -0.31 -0.43 -0.55
H 1.1162 -4.6629 1.5731 -0.15 0.09 0.19
H -0.6064 -2.7661 -2.4477 0.14 0.46 -0.14
O -1.3839 -1.7134 3.3645 -0.59 2.10 -3.59
H 2.3669 -4.2566 0.3926 0.19 0.22 -0.02
C -1.5330 -1.1359 2.3758 0.73 -2.20 3.73
C 3.0043 -0.5052 2.4155 0.25 0.04 -0.22
O 1.3047 -0.1878 0.6463 -0.87 0.25 -0.97
H 1.9663 0.7481 -2.6620 -0.33 -0.24 -0.04
H 3.1967 3.4414 -0.0082 -0.07 -0.17 0.04
N 1.7306 1.5035 2.1588 -0.84 -1.70 -0.26
H 2.5498 -1.3340 2.9897 0.08 0.22 -0.41
C 0.4997 -3.3365 0.1122 -1.73 0.70 0.78
C 2.2549 3.9102 -0.2995 0.80 0.48 -0.35
C -0.1816 1.1112 -2.7608 -0.07 0.77 -1.75
H -2.3374 1.1913 -2.5944 0.25 -0.22 -0.29
C 0.8203 -1.1151 -2.5678 0.89 -0.10 -1.90
H 1.9537 4.6098 0.4811 -0.13 0.07 0.11
C -1.4633 0.5388 -2.6635 -0.68 0.34 -1.67
H 0.8360 1.9594 1.9564 0.50 -0.01 -0.07
H -5.1859 0.2700 1.2856 0.14 0.00 0.01
C 1.3030 -4.4339 0.5256 0.68 -0.71 -0.16
N -0.3138 -2.5136 -0.0313 1.40 0.93 -0.88
H -5.4081 1.4151 -0.0664 0.07 0.13 0.02
N -2.4882 0.2258 -0.1517 0.02 -0.19 -1.15
C -3.6494 0.3098 -0.1055 1.57 -0.03 0.94
C -1.6078 -0.8592 -2.5478 -0.76 -0.34 -1.58
C 0.9676 0.2917 -2.6716 0.81 -0.25 -2.09
H 3.7679 -0.8946 1.7238 -0.30 -0.06 0.24
H -5.6235 -0.3039 -0.3399 0.02 -0.11 -0.02
C -5.0303 0.4286 0.2138 -0.85 0.02 -0.26
C 1.2044 2.9644 -0.4893 -1.34 0.01 0.98
C -0.4699 -1.6834 -2.5363 -0.31 -1.09 -1.54
H -2.5943 -1.3000 -2.3794 0.28 0.11 -0.31
N 0.2434 2.3132 -0.4175 0.85 -1.37 -1.01
C 1.9481 0.2644 1.6609 0.78 1.63 1.99
H 2.4471 4.4819 -1.2064 -0.06 0.09 -0.16
```
Positions in Å, forces in eV/Å.

## Properties
* HOMO-LUMO gap: 7.444 eV
* relative energy (zero: lowest compared OMol25 entry of this formula, charge and spin): 0.0 kcal/mol
* LUMO: -16.7 eV
* charge: +4

***

(3)
Below is C16H20N4O4 as an isolated structure in a non-equilibrium geometry, with properties calculated with the ωB97M-V functional and the def2-TZVPD basis.

```
44
Properties=species:S:1:pos:R:3:forces:R:3
C 0.5922 -1.7380 3.5871 -0.84 -0.71 2.42
H -3.1225 0.8459 2.3972 2.52 -2.01 2.42
N 1.8050 -2.0879 -2.2834 -0.45 -4.38 -1.53
C -0.5913 3.9415 -0.8140 -0.43 -3.04 -0.44
N -2.5010 0.2958 3.1761 -4.17 1.04 0.01
H 0.7408 -3.3581 2.2490 -0.67 1.66 -0.27
O -1.5389 -3.5773 1.2384 0.54 -0.55 -0.87
C 0.8863 -2.3326 -0.1622 -0.91 1.77 1.72
H -0.7125 -1.2382 -2.1028 -1.50 -0.83 -0.53
C 0.2680 -2.2929 2.2276 -0.47 -3.84 0.58
C 0.9329 0.6962 -3.8153 -2.80 -2.19 -1.07
H 1.5701 2.4847 -4.9100 0.31 -0.45 -0.53
H 0.8433 0.4079 3.7466 -3.22 -1.58 0.87
N 1.0463 2.0326 -4.1916 0.48 -0.59 1.86
H 0.0641 -2.5438 4.2235 1.02 1.23 -0.55
H -0.5344 -0.0397 -0.7412 0.01 -0.83 -1.13
O -2.1036 -2.0823 2.9228 0.42 -2.92 -1.62
H 1.6821 -1.7109 3.9662 -1.64 -0.11 -1.18
H -3.2130 -0.3066 3.7943 3.06 1.62 -1.78
C -0.1131 -0.4788 -1.6946 1.45 -0.76 1.93
H -0.8285 4.5194 0.0799 -0.95 -1.01 0.01
C -1.1775 0.0419 2.7817 -2.12 0.59 3.23
C -0.0811 4.7029 -1.8168 -0.18 2.74 -2.37
C -0.6583 2.5196 -1.1311 1.17 1.49 4.96
C 0.5762 4.1607 -2.9106 -0.45 -2.45 0.89
C 1.1684 -1.2929 -1.2552 0.27 -1.49 0.60
H 0.8639 -2.7018 -2.7550 3.86 1.84 1.79
C 0.1622 0.6453 -2.5829 3.71 -1.03 -2.53
C -0.1229 -0.3954 3.8929 0.35 2.40 0.20
H 0.4482 -0.7467 0.8409 -0.07 0.63 0.82
O 0.8575 -3.5375 -0.2888 -0.35 -1.23 -0.12
C 0.7218 2.7342 -3.0758 -0.67 4.44 1.03
N 0.7019 -1.6989 1.0296 0.45 0.54 -1.21
H 0.9972 -0.1211 -4.6827 0.18 1.84 2.43
H -0.4803 5.7995 -1.9286 1.61 -1.80 0.59
H -0.7601 -0.3157 4.9525 2.34 -0.22 -2.72
H 1.8718 -0.6377 -0.7512 0.39 0.45 -0.44
O -0.9268 0.4150 1.6793 1.86 0.35 -2.31
H -0.6924 -3.9214 0.6708 -1.85 1.57 1.87
H -1.0085 1.8280 -0.3198 -0.17 0.84 -0.84
H 2.5524 -3.0131 -1.7438 -3.40 3.74 -2.16
C 0.2074 1.9407 -2.0486 -1.88 1.10 -2.23
C -1.3203 -2.6449 2.1748 2.49 0.62 0.18
H 0.9271 4.8025 -3.6251 0.70 1.52 -2.00
```
Positions in Å, forces in eV/Å.

## Properties
* HOMO-LUMO gap: 8.236 eV
* relative energy (zero: lowest compared OMol25 entry of this formula, charge and spin): 183.7 kcal/mol
* LUMO: 0.6 eV
* charge: 0

***

(4)
Below is one molecule with the formula C16H20N4O7S in a non-equilibrium geometry, with properties calculated with the ωB97M-V functional and the def2-TZVPD basis.

```
48
Properties=species:S:1:pos:R:3:forces:R:3
N -3.5386 -1.4452 0.7333 0.35 -0.99 -0.29
H -1.0638 3.8581 -1.0407 -0.09 -0.03 -0.02
H -2.8118 4.1727 -0.8390 0.04 0.02 -0.02
H -4.6065 1.1168 -3.0722 0.03 0.01 0.06
C -0.7264 0.7160 0.9776 0.79 0.06 -0.03
C 4.3137 0.5652 -0.6671 0.20 0.06 -0.15
C 0.3041 -0.1393 0.7039 -0.35 0.87 0.34
H 7.1204 0.2070 2.2100 0.02 -0.07 0.11
C -1.1663 -2.0730 0.3255 0.39 0.63 0.12
H 5.6540 2.0239 -1.3891 -0.05 -0.05 -0.07
H -2.7309 2.7738 1.2972 0.05 0.30 0.02
C 0.1363 -1.5184 0.3767 -0.51 -1.03 -0.12
H 2.0563 -0.3142 -1.4616 0.07 -0.14 -0.04
H 7.3317 1.8371 0.3599 -0.05 0.06 0.00
N -1.4499 -3.3865 -0.0645 -0.02 -0.40 -0.17
H -1.7511 4.2647 1.3538 0.00 -0.06 0.04
C 5.7189 1.0803 -0.8429 0.03 0.12 0.22
C -1.8722 3.2929 0.8761 0.27 -0.31 -0.10
C -2.2467 -1.2190 0.6530 -0.65 0.90 0.26
H 1.2965 0.2821 0.6996 0.20 -0.02 -0.12
H -3.2962 0.1572 -2.3269 -0.15 0.06 0.02
H -4.8418 0.4010 -1.4563 0.07 0.05 -0.03
C 2.5604 -1.8419 -0.0068 0.42 0.47 -0.16
O -0.5078 -4.1428 -0.3436 0.18 -0.34 -0.09
O -2.6084 -3.7430 -0.1307 -0.04 -0.03 0.02
C -4.1176 0.8501 -2.1357 0.03 -0.47 -0.16
H 5.7352 1.9689 1.1099 0.06 0.07 -0.03
C 6.6262 0.0156 1.2608 0.02 0.24 -0.05
H 2.8154 -1.1708 0.8182 0.04 -0.14 -0.08
C 2.8024 -1.1076 -1.3407 -0.51 -0.05 0.28
O -1.4975 1.3279 -1.6270 0.01 0.05 -0.13
H 0.9632 -3.2385 -0.1839 -0.01 0.36 0.18
C -2.0012 3.4720 -0.6368 -0.07 -0.07 -0.05
C 6.3826 1.3219 0.5158 -0.05 -0.15 -0.07
N -3.2138 0.6922 1.2517 0.56 0.44 0.17
H 3.2101 -2.7176 0.0480 -0.05 0.08 0.06
O -4.1044 -0.2910 1.0953 -0.11 0.57 0.16
C -2.0388 0.1719 0.9878 -1.06 -1.34 -0.14
C -2.3174 2.1588 -1.3260 0.32 0.30 -0.07
O -3.6243 2.0438 -1.5346 -0.36 0.29 0.06
O 3.4677 1.0667 0.0266 -0.10 0.09 0.11
S -0.3565 2.3822 1.3346 -0.04 0.18 0.22
N 1.2020 -2.2869 0.1119 -0.10 -0.36 -0.25
H 6.2864 0.3646 -1.4374 0.01 0.07 -0.03
H 5.6849 -0.4910 1.4623 -0.09 -0.12 0.07
H 2.7441 -1.8007 -2.1812 -0.02 0.08 0.09
O 4.1061 -0.5443 -1.3930 0.26 -0.19 -0.13
H 7.2556 -0.6497 0.6734 0.06 -0.11 -0.03
```
Positions in Å, forces in eV/Å.

## Properties
* HOMO-LUMO gap: 7.622 eV
* relative energy (zero: lowest compared OMol25 entry of this formula, charge and spin): 2.5 kcal/mol
* SMILES: CCCC(=O)OCCNc1cc(SCCC(=O)OC)c2nonc2c1[N+](=O)[O-]
* LUMO: -0.9 eV
* charge: 0